Molecular formula: C70H90N10O10
Method: DFT, ωB97M-V/def2-TZVPD

Calculated values
LUMO energy (eV): 0.59
Relative energy (zero: lowest compared OMol25 entry of this formula, charge and spin) (eV): 0.9034
Highest occupied orbital energy (eV): -9.246
Net charge: 0
Kohn-Sham gap (Ha): 0.3614
E (hartree): -4021.2114

Cartesian coordinates (Å):
O 3.464 -3.528 -0.151
O -2.433 4.194 -2.096
O 2.083 -4.655 1.227
O 3.386 -2.700 4.193
O -0.992 0.406 -0.106
O 2.161 -0.959 3.390
O -5.021 2.039 1.621
O -1.714 5.495 -0.499
O -4.756 3.808 0.236
O 1.170 0.762 -0.324
N -6.116 -2.236 3.863
N 5.031 -0.097 -0.394
N 1.447 -2.386 -4.084
N 1.257 5.215 -4.940
N 4.266 0.475 -6.628
N -1.708 -5.290 -1.253
N 5.456 3.827 0.534
N -3.493 -1.356 -4.527
N -1.228 3.042 5.738
N -2.578 -1.779 5.348
C -3.874 -5.136 -0.120
C -0.101 3.604 5.354
C 2.064 1.433 -6.385
C -5.482 -1.512 2.978
C -1.113 -4.709 -0.254
C 0.857 1.525 4.734
C -1.886 -4.247 0.834
C -0.965 0.703 1.271
C 2.577 5.115 -5.234
C 3.032 0.433 -6.088
C -3.014 -2.145 6.533
C 4.618 -0.472 -1.633
C 3.233 -1.515 3.579
C 1.546 -2.418 0.448
C 2.277 2.274 -7.386
C -0.307 -4.009 -4.258
C 5.996 0.790 -0.256
C -2.296 -4.083 4.796
C 6.213 1.006 -2.598
C 0.339 -4.845 -3.401
C -4.068 2.237 3.769
C 2.720 3.328 -3.675
C -0.217 0.921 5.317
C 5.239 3.388 1.770
C -7.155 -2.954 3.478
C -1.882 -0.235 2.038
C 4.383 3.813 -0.173
C 2.345 -3.676 0.608
C 4.537 1.487 -7.550
C 0.927 2.930 4.773
C 0.679 4.358 -4.117
C -2.329 5.319 -1.645
C -5.959 -1.397 1.686
C -3.163 -3.479 6.886
C 2.116 -3.424 4.607
C -0.842 4.639 1.615
C -2.754 -4.513 6.025
C -4.538 1.626 -0.668
C 3.061 3.490 0.204
C 2.096 -3.246 -3.271
C -2.721 -1.221 -5.640
C -5.007 2.872 2.807
C 1.523 -4.406 -2.856
C -4.768 2.644 0.414
C 6.630 1.389 -1.365
C 0.263 -2.775 -4.507
C 5.104 0.129 -2.809
C -1.532 4.277 0.235
C -2.234 0.016 -6.081
C 5.366 -4.217 -1.241
C 4.567 -0.933 3.229
C -2.873 6.626 -2.210
C 1.989 -3.256 6.113
C -1.246 1.712 5.752
C 3.558 2.369 -8.018
C 1.346 3.365 -3.466
C 4.420 -4.617 -0.137
C -6.979 -2.223 1.263
C -3.218 -4.441 0.908
C 3.384 4.168 -4.521
C 0.111 0.536 -0.849
C 4.008 2.967 2.321
C -3.688 -0.213 -3.794
C -3.154 1.048 -4.122
C -2.289 -2.753 4.512
C -3.059 -5.497 -1.214
C -2.447 1.158 -5.298
C 2.850 2.978 1.476
C -7.645 -3.010 2.164
C -0.146 0.379 -2.271
H 1.116 -2.435 -0.556
H -1.415 5.464 2.188
H 3.404 2.605 -3.095
H -7.368 -2.148 0.235
H -3.898 -4.081 1.719
H 2.901 -3.465 6.594
H 5.513 1.434 -7.922
H -1.195 -4.301 -4.782
H -4.673 3.953 2.511
H -0.270 -2.007 -5.120
H 2.258 3.535 -0.530
H -0.736 1.289 -2.529
H 4.444 -0.399 2.318
H 2.156 -4.978 -2.195
H -1.378 -3.759 1.680
H -0.072 4.695 5.347
H 1.809 3.546 4.417
H -4.225 1.155 3.917
H -4.921 -5.284 -0.163
H 2.321 -4.473 4.361
H 1.315 -3.053 4.008
H -0.045 -5.822 -3.148
H 3.955 2.818 3.378
H 0.759 -2.479 1.162
H 0.178 5.054 1.519
H 1.714 -2.280 6.449
H -3.197 -1.374 7.281
H 6.368 1.128 0.703
H -3.594 1.146 -0.391
H 0.908 2.724 -2.672
H 6.695 1.445 -3.493
H -0.841 3.665 -0.326
H 3.835 -5.544 -0.350
H 3.803 -1.191 -1.612
H -1.990 2.098 -5.584
H -2.173 1.168 5.932
H -2.723 -2.154 -6.153
H -3.931 6.677 -1.952
H -0.057 -4.554 -0.116
H -0.404 4.445 -3.939
H -4.419 -0.252 -2.949
H -1.136 1.794 1.413
H 4.791 -0.128 3.995
H 2.853 -0.441 -5.342
H -0.884 3.791 2.327
H -5.456 -0.659 1.036
H 4.974 -4.499 -2.239
H -3.393 1.911 -3.563
H 4.886 -0.156 -3.813
H 5.318 -1.751 3.342
H -2.754 -5.584 6.383
H 5.529 -3.152 -1.226
H -1.632 0.070 -7.022
H 6.293 -4.705 -1.090
H 6.132 3.370 2.396
H 7.515 2.091 -1.186
H 1.486 2.994 -7.604
H 3.021 5.695 -6.049
H -4.559 -0.978 3.308
H 1.173 1.362 -5.854
H -4.361 2.112 -1.638
H -3.532 -3.626 7.901
H 4.859 -4.652 0.847
H -2.481 3.786 0.395
H -1.822 -1.246 1.634
H -1.764 -0.177 3.164
H -2.873 0.021 1.701
H -2.345 7.489 -1.818
H -5.346 0.900 -0.756
H 4.535 4.140 -1.235
H 1.619 0.955 4.258
H 3.020 -2.868 -2.873
H 0.025 0.498 1.700
H 2.307 -1.637 0.501
H 1.829 2.674 1.772
H -8.347 -3.751 1.997
H 1.181 -3.917 6.493
H -4.155 2.721 4.757
H 3.793 3.136 -8.739
H -0.800 -0.483 -2.440
H -2.060 -2.504 3.488
H 0.768 0.184 -2.905
H 4.440 4.187 -4.791
H -2.056 -4.760 4.015
H -2.863 6.567 -3.314
H -7.592 -3.632 4.227
H -3.363 -6.034 -2.095
H -0.352 -0.137 5.229
H -3.028 2.308 3.406
H -6.028 2.951 3.234


Molecular formula: C71H62AsInO3P3SSi
Method: DFT, ωB97M-V/def2-TZVPD

Calculated values
LUMO energy (eV): -1.83
Highest occupied orbital energy (eV): -9.574
Net charge: +1
Kohn-Sham gap (Ha): 0.2846
E (hartree): -7106.0897

Cartesian coordinates (Å):
In -0.349 -0.171 0.112
As -4.146 -2.110 -0.288
S -2.208 -1.795 -1.062
P -0.221 -0.167 -2.911
P 0.574 2.905 0.304
P 0.790 -2.994 0.566
Si 2.151 0.061 -0.414
O -2.092 0.699 0.924
O -0.302 -0.251 2.562
O -3.161 1.795 2.543
C 1.101 4.799 -3.270
C -3.994 -2.929 4.697
C 4.793 -3.756 0.326
C 1.304 -3.503 4.557
C -1.910 -2.801 -5.538
C 0.209 -5.033 2.510
C 3.664 1.114 -2.515
C -2.219 1.686 -2.462
C -3.275 3.091 -4.098
C -0.074 3.312 5.012
C 3.111 -1.559 -0.204
C 4.196 1.582 2.867
C -0.932 0.760 5.679
C 2.392 0.615 -2.205
C -0.038 2.896 6.338
C -1.280 6.752 2.082
C 0.789 -3.805 2.209
C -4.295 -1.600 4.979
C -1.714 -1.784 -4.618
C 2.013 2.399 1.320
C -5.346 -1.992 -1.790
C 3.228 4.897 -2.162
C 0.172 -5.488 3.826
C 2.743 1.241 0.943
C -3.149 2.666 -2.783
C -1.463 0.259 3.241
C 0.461 -3.164 -5.645
C -2.308 1.017 2.167
C 2.724 4.135 -1.117
C 0.460 -4.295 -0.674
C 4.021 1.449 -3.809
C -2.483 2.521 -5.088
C 5.310 -2.611 -0.267
C -0.457 1.616 6.666
C 1.828 0.834 -4.549
C -0.541 2.454 4.033
C 3.098 1.302 -4.835
C -1.097 -5.889 -1.617
C -1.452 4.455 1.396
C 3.836 0.866 1.733
C -2.074 -2.204 3.433
C 2.422 5.225 -3.242
C -2.878 -3.225 3.932
C -3.474 -0.584 4.518
C -2.039 5.606 1.910
C 1.311 -4.512 -1.756
C -0.230 -6.118 -2.677
C 0.591 4.052 -2.218
C -1.562 1.536 -4.767
C -0.101 4.444 1.053
C -0.759 -4.978 -0.632
C 0.661 -2.153 -4.713
C -0.995 1.181 4.355
C 1.398 3.710 -1.134
C 3.442 -3.822 0.614
C 3.440 2.674 3.257
C 2.354 3.073 2.490
C 1.458 0.487 -3.248
C 4.480 -1.534 -0.521
C 0.969 -5.426 -2.745
C -4.769 -0.874 1.042
C -2.348 -0.879 3.746
C 0.068 6.750 1.736
C 2.593 -2.743 0.341
C -1.403 1.125 -3.444
C -4.457 -3.893 0.377
C -0.423 -1.438 -4.208
C -0.821 -3.491 -6.058
C 0.653 5.608 1.216
C 1.346 -3.050 3.249
C 0.706 -4.723 4.850
H 1.742 -2.907 5.349
H -5.485 -3.964 0.730
H 5.013 1.833 -4.016
H -2.611 -4.258 3.738
H 0.320 3.566 7.110
H -5.165 -1.355 5.575
H -2.142 1.362 -1.431
H 4.403 -0.020 1.476
H 3.366 3.880 -0.281
H -2.589 2.842 -6.117
H -0.492 -6.827 -3.453
H 1.645 -5.599 -3.572
H 0.662 7.647 1.866
H 5.053 1.272 3.453
H -4.267 -1.068 1.987
H -4.296 -4.591 -0.442
H -3.999 3.854 -4.355
H -0.451 3.754 -2.227
H 3.692 3.219 4.159
H -3.773 -4.100 1.193
H 0.672 -5.081 5.871
H -6.346 -2.310 -1.499
H -1.456 -4.777 0.172
H -1.218 -2.457 2.824
H -3.771 3.095 -2.007
H 1.667 -1.911 -4.391
H 1.769 3.925 2.810
H 3.031 -4.729 1.041
H 1.853 -2.116 3.018
H -5.845 -1.003 1.155
H 1.120 0.712 -5.359
H 6.361 -2.557 -0.525
H -4.619 -3.725 5.082
H -0.978 1.081 -5.557
H -2.041 -6.419 -1.566
H -5.370 -0.969 -2.157
H 5.437 -4.599 0.549
H -3.090 5.603 2.174
H -4.533 0.137 0.716
H -2.912 -3.053 -5.861
H 4.910 -0.649 -0.976
H 2.822 5.813 -4.059
H -3.704 0.449 4.745
H 3.364 1.558 -5.853
H 0.176 -0.831 3.172
H -0.566 2.782 3.004
H -0.198 -5.652 1.723
H 4.257 5.236 -2.129
H -1.736 7.650 2.478
H -2.053 3.559 1.270
H -4.958 -2.642 -2.571
H 2.247 -3.973 -1.832
H 0.248 4.312 4.742
H -0.425 1.280 7.695
H 4.388 1.267 -1.719
H -0.973 -4.279 -6.784
H 1.698 5.624 0.934
H 1.313 -3.697 -6.052
H -0.272 -6.452 4.042
H -1.258 -0.237 5.951
H 0.461 5.053 -4.107
H -2.563 -1.243 -4.219